No. 1
A cluster of 2 separate species, C2H3ClN2O2 in total. Source: OMol25; level of theory: the ωB97M-V functional and the def2-TZVPD basis.

Last column: Mulliken charge in e.
Positions of all 10 atoms, in Å:
1 C -1.4029 -1.2888 0.4652  0.803
2 C 1.0337 0.7275 0.5137  -0.368
3 N 0.7420 0.0751 -0.5524  0.049
4 N -0.1833 0.3263 -1.4618  -0.445
5 O -1.6408 -0.2308 0.8716  -0.362
6 O -1.1742 -2.4119 0.2594  -0.407
7 Cl -0.9507 1.8392 -1.2968  -0.111
8 H 1.9460 0.2849 1.0215  0.223
9 H 0.4430 1.5791 0.7831  0.318
10 H 1.1872 -0.9006 -0.6036  0.301

The value obtained for the HOMO-LUMO gap is 8.70 eV. As for the relative energy (zero: lowest compared OMol25 entry of this formula, charge and spin): 206.7 kJ/mol. The value obtained for the HOMO energy is -8.28 eV.



No. 2
A cluster of 2 separate species, C2H3ClO in total. Source: OMol25; level of theory: the ωB97M-V functional and the def2-TZVPD basis.

Last column: Mulliken charge in e.
Positions of all 7 atoms, in Å:
1 C -1.7899 -0.0504 -0.2855  -0.040
2 C 1.9652 0.2033 0.2203  -0.165
3 O -1.2917 -0.9709 -0.8313  -0.355
4 Cl 2.9991 -1.0432 0.1111  -0.003
5 H -2.8003 -0.1189 0.2734  0.184
6 H -1.6033 1.0514 -0.3264  0.210
7 H 2.5209 0.9286 0.8383  0.169

The value obtained for the HOMO-LUMO gap is 8.34 eV. As for the relative energy (zero: lowest compared OMol25 entry of this formula, charge and spin): 475.1 kJ/mol. The value obtained for the HOMO energy is -9.07 eV.



No. 3
An isolated molecule of C2H3ClO2. Source: OMol25; level of theory: the ωB97M-V functional and the def2-TZVPD basis.

Last column: Mulliken charge in e.
Positions of all 8 atoms, in Å:
1 C -0.0199 -1.3557 0.9710  -0.386
2 C -0.0826 0.7291 -0.3509  0.387
3 O 0.3681 -0.1360 0.5865  -0.223
4 O 0.7360 1.8108 -0.6214  -0.450
5 Cl -0.9264 0.1061 -1.7278  -0.192
6 H 0.1592 -1.6364 2.0433  0.266
7 H -0.5142 -2.0630 0.2546  0.226
8 H 0.2797 2.5451 -1.1553  0.372

The value obtained for the HOMO-LUMO gap (spin up / spin down) is 8.28 / 8.04 eV. As for the relative energy (zero: lowest compared OMol25 entry of this formula, charge and spin): 392.1 kJ/mol. The value obtained for the HOMO energy (spin up / spin down) is -7.88 / -7.57 eV.



| no. | F_max (eV/A) |
| --- | --- |
| 1 | 2.916 |
| 2 | 3.696 |
| 3 | 2.496 |